Molecular formula: C40H48Cl2F27N2O3PSi
Method: DFT, wB97M-V/def2-TZVPD

The calculation puts the LUMO energy at 0.34 eV. Its SMILES is CCP(CC)[C@@](C#N)(C[C@H](C)F)[C@@](C#N)([C@@H](Cl)[C@H](C)Cl)C(F)(F)CC[Si](C)(C)c1ccccc1.FC(F)C(F)(F)COC(F)(F)C(F)F.FC(F)C(F)(F)COC(F)(F)C(F)F.FC(F)C(F)(F)COC(F)(F)C(F)F. For the total energy, the calculation gives -6135.44306 hartree.

Last column: Löwdin charge in e.
Atoms and positions in Å:
1 C 4.415075 -2.802405 3.776465  -0.155
2 C 4.609724 -3.102399 2.174585  -0.399
3 P 5.757195 -1.791895 1.501690  1.009
4 C 7.409349 -1.633918 2.388224  -0.396
5 C 8.528546 -2.733002 2.029159  -0.174
6 C 5.876312 -1.685321 -0.386670  -0.423
7 C 7.155508 -0.668611 -0.553842  -0.220
8 N 8.089245 0.079965 -0.762052  0.170
9 C 6.371003 -3.011887 -1.148661  -0.124
10 C 5.700282 -4.400161 -0.744700  -0.269
11 C 6.666543 -5.357951 0.164673  -0.049
12 F 5.521981 -5.165100 -1.995894  -0.113
13 C 4.670185 -0.861039 -1.119376  -0.242
14 C 4.815304 0.631111 -0.470031  -0.168
15 N 4.905190 1.780915 -0.133148  0.197
16 C 4.930897 -0.711931 -2.721522  -0.531
17 Cl 4.015350 -2.012915 -3.707763  0.656
18 C 4.710709 0.785123 -3.302424  -0.662
19 C 4.392321 0.591790 -4.901797  -0.206
20 Cl 6.261853 1.808259 -3.279134  0.569
21 C 3.184988 -1.307745 -0.714745  -0.320
22 F 2.914314 -2.713532 -0.856483  -0.011
23 F 2.854716 -1.005663 0.681713  -0.028
24 C 1.996998 -0.534425 -1.498933  -0.145
25 C 0.641384 -1.383554 -1.682175  -0.241
26 Si -0.516365 -1.415394 -0.135924  0.563
27 C -0.365296 -3.208882 0.594779  -0.209
28 C -0.112622 -0.087468 1.183955  -0.198
29 C -2.383761 -1.139915 -0.613645  -0.224
30 C -2.846385 -0.411379 -1.931809  -0.060
31 C -4.414034 -0.247076 -2.125331  -0.061
32 C -5.449716 -0.772217 -1.048220  -0.071
33 C -4.976664 -1.514164 0.247362  -0.068
34 C -3.430967 -1.685733 0.450450  -0.077
35 H 4.814242 -3.724650 4.361843  0.079
36 H 3.316860 -2.694730 4.074329  0.074
37 H 5.079411 -1.921985 4.133649  0.056
38 H 5.125076 -4.134596 2.131160  0.048
39 H 3.605686 -3.217217 1.639833  0.075
40 H 7.818833 -0.568909 2.170046  0.088
41 H 7.198753 -1.641421 3.527651  0.084
42 H 9.514807 -2.375719 2.533966  0.083
43 H 8.769137 -2.839014 0.916632  0.056
44 H 8.251969 -3.713180 2.556561  0.074
45 H 7.497906 -3.115520 -0.871572  0.114
46 H 6.376131 -2.954152 -2.299574  0.113
47 H 4.669143 -4.365694 -0.266873  0.120
48 H 7.660584 -4.861410 0.432865  0.055
49 H 6.096307 -5.773455 1.087424  0.080
50 H 6.942505 -6.303745 -0.452449  0.095
51 H 6.034665 -0.956071 -2.996009  0.110
52 H 3.796511 1.331300 -2.891629  0.107
53 H 4.562693 1.649728 -5.354429  0.075
54 H 3.299334 0.327388 -5.106723  0.070
55 H 5.156149 -0.088748 -5.420861  0.079
56 H 2.279536 -0.145764 -2.533193  0.086
57 H 1.711948 0.402049 -0.871988  0.120
58 H 0.028307 -0.809764 -2.491964  0.076
59 H 0.800214 -2.433531 -2.154469  0.100
60 H -0.400639 -3.214594 1.738927  0.037
61 H -1.142035 -3.922458 0.113868  0.051
62 H 0.667836 -3.612980 0.253364  0.028
63 H 0.302938 0.896187 0.773250  0.032
64 H 0.613801 -0.578438 1.948520  0.048
65 H -1.089327 0.095301 1.783518  0.052
66 H -2.097243 -0.022303 -2.706699  0.075
67 H -4.785453 0.293561 -3.072301  0.068
68 H -6.589937 -0.622637 -1.174081  0.085
69 H -5.684597 -1.906957 1.077050  0.068
70 H -3.101234 -2.221741 1.421059  0.091
71 F -0.325551 3.966901 2.593179  0.091
72 C -0.775761 5.194076 2.271879  -0.300
73 F -1.713235 5.013052 1.304975  0.090
74 C 0.334915 6.116961 1.768755  -0.434
75 F 0.868951 5.655055 0.612338  0.128
76 F -0.236262 7.320901 1.460357  0.100
77 C 1.474292 6.406792 2.767504  -0.047
78 O 2.670160 5.626807 2.633628  0.035
79 C 2.683479 4.360079 3.264525  -0.497
80 F 1.615276 4.252784 4.080115  0.130
81 F 3.770302 4.358879 4.072377  0.143
82 C 2.792864 3.202984 2.264457  -0.285
83 F 1.774691 3.213799 1.374985  0.080
84 F 2.741430 2.006398 2.900355  0.091
85 H -1.277522 5.619277 3.145109  0.173
86 H 1.804066 7.428809 2.559802  0.148
87 H 1.123424 6.437219 3.802819  0.144
88 H 3.729908 3.256785 1.703410  0.147
89 F -3.791856 2.703565 -6.109037  0.093
90 C -4.276401 3.232923 -4.969827  -0.292
91 F -4.083431 2.296099 -4.004188  0.074
92 C -5.758934 3.593098 -5.071460  -0.433
93 F -6.519258 2.487900 -5.264686  0.126
94 F -6.143897 4.103014 -3.862980  0.105
95 C -6.124617 4.646712 -6.136915  -0.044
96 O -6.613066 4.157828 -7.394125  0.033
97 C -5.645813 3.784167 -8.356688  -0.501
98 F -4.428253 4.200083 -7.956781  0.133
99 F -5.935668 4.497665 -9.470538  0.143
100 C -5.688888 2.287342 -8.687911  -0.275
101 F -5.495261 1.526433 -7.589010  0.094
102 F -4.710091 1.959349 -9.567145  0.097
103 H -3.673443 4.106755 -4.709540  0.175
104 H -6.970058 5.207488 -5.728177  0.149
105 H -5.338414 5.394964 -6.270272  0.145
106 H -6.653049 2.010877 -9.123002  0.176
107 F -5.833437 -2.632906 6.139620  0.092
108 C -6.376357 -2.073877 7.237633  -0.300
109 F -6.233943 -2.983721 8.236383  0.092
110 C -7.851540 -1.717588 7.049931  -0.434
111 F -8.601569 -2.827727 6.847185  0.128
112 F -8.298212 -1.175705 8.223086  0.103
113 C -8.160909 -0.692995 5.939253  -0.044
114 O -8.584076 -1.215502 4.671866  0.034
115 C -7.568686 -1.613892 3.771248  -0.504
116 F -6.373287 -1.186853 4.222454  0.132
117 F -7.799838 -0.930508 2.624935  0.138
118 C -7.595535 -3.118901 3.477970  -0.272
119 F -7.459734 -3.850440 4.604479  0.098
120 F -6.571688 -3.469736 2.659442  0.085
121 H -5.787906 -1.192367 7.505392  0.174
122 H -9.025956 -0.122060 6.288601  0.149
123 H -7.368313 0.051959 5.826800  0.145
124 H -8.535587 -3.409044 3.001055  0.177

Atomic forces in eV per Å
C 0.735 -0.758 0.200
C 0.614 -2.088 1.136
P -1.621 2.422 0.884
C 1.364 -0.435 -0.266
C 0.784 0.691 1.464
C 2.620 0.200 -1.398
C 2.734 2.203 -1.018
N -5.095 -4.255 1.232
C 1.138 -0.705 -0.201
C 0.635 -1.532 -0.065
C -0.357 -0.632 -0.499
F 0.093 1.322 1.596
C 0.527 1.484 1.545
C -0.287 2.878 0.212
N -0.537 -5.561 -1.468
C 1.234 0.535 -0.027
Cl 0.559 0.927 1.249
C -1.118 -1.264 -2.709
C 0.526 1.942 -0.026
Cl -1.432 -1.071 0.542
C -3.139 0.225 0.180
F 1.443 2.455 0.481
F 1.415 -0.951 -2.628
C -0.497 0.546 -0.084
C -0.149 0.431 -1.346
Si -0.595 -0.647 0.170
C 0.535 -0.619 -0.335
C -0.015 -0.300 1.227
C -3.251 0.300 -0.720
C -3.627 -1.731 3.425
C 1.232 -1.359 2.669
C 3.186 -0.566 0.659
C 3.225 1.485 -2.480
C -1.877 1.662 -2.832
H -0.712 1.521 -1.026
H 1.646 0.218 -0.558
H -1.529 -1.243 -0.656
H -0.973 1.447 -0.028
H 1.591 0.641 0.602
H -0.921 -1.833 0.157
H 0.142 -0.137 -1.963
H -1.542 -0.678 -0.876
H -0.645 0.086 1.609
H 0.404 1.219 -1.188
H -1.989 0.244 -0.472
H -0.348 0.079 1.779
H 1.360 0.320 -0.830
H -1.628 -0.596 -0.119
H 1.132 0.979 -1.450
H -0.595 1.742 0.838
H -1.917 0.445 0.926
H 1.785 -0.572 -0.051
H -0.378 -1.798 0.715
H 1.698 0.018 0.392
H -1.356 0.819 0.923
H 0.058 -0.758 1.479
H 0.850 -1.589 -0.966
H 1.121 -0.842 1.259
H -0.089 1.795 0.985
H -0.112 -0.217 -1.614
H 1.133 1.219 1.043
H -1.570 0.644 0.739
H -0.605 -1.358 0.790
H -0.935 1.127 -1.353
H 1.561 -0.067 -1.115
H -1.379 -0.662 1.341
H 0.520 -1.067 1.833
H 2.244 -0.183 -0.032
H 1.244 0.850 -1.858
H -0.335 1.014 -1.917
F 0.012 0.136 -0.064
C -0.843 -0.270 -0.103
F 0.175 0.306 -0.073
C 0.889 -0.009 -0.439
F -0.247 -0.119 0.211
F -0.227 -0.190 0.385
C 0.597 0.613 0.237
O -0.882 -1.236 0.171
C -0.065 1.682 0.446
F 0.260 -0.448 -0.007
F -0.067 -0.336 -0.409
C 0.358 -0.611 -0.617
F 0.082 0.211 0.122
F 0.025 0.354 0.299
H 0.118 0.148 0.016
H -0.039 -0.202 -0.220
H -0.127 -0.270 -0.193
H 0.025 0.139 0.150
F -0.109 0.026 0.075
C 0.648 -0.278 0.506
F -0.280 0.212 0.026
C -0.839 -0.203 -0.407
F 0.338 0.026 0.016
F 0.466 0.120 -0.133
C -0.560 0.663 -0.148
O 1.307 -0.840 -0.169
C -0.571 1.577 0.866
F 0.009 -0.334 -0.458
F -0.024 -0.555 -0.003
C -0.109 -0.815 -0.182
F -0.127 0.290 -0.067
F -0.069 0.442 0.030
H -0.149 0.115 0.000
H 0.008 -0.302 -0.001
H 0.109 -0.335 0.012
H -0.010 0.255 0.004
F -0.122 0.043 0.059
C 0.626 -0.326 0.599
F -0.317 0.182 0.029
C -0.813 -0.250 -0.473
F 0.336 0.049 0.026
F 0.468 0.131 -0.101
C -0.549 0.666 -0.178
O 1.316 -0.856 -0.098
C -0.623 1.625 0.840
F 0.036 -0.359 -0.467
F -0.019 -0.563 -0.013
C -0.167 -0.833 -0.086
F -0.111 0.298 -0.102
F -0.044 0.423 0.003
H -0.143 0.122 -0.026
H 0.006 -0.302 0.003
H 0.108 -0.335 0.022
H -0.004 0.262 -0.015